Entry 1:
Computed, not measured: a structure of composition C9H26BrCoN4O3 at a distorted geometry, with the ωB97M-V functional and the def2-TZVPD basis.

The value obtained for the energy above the lowest of the compared OMol25 structures with the same formula, charge and spin is 0.0 kJ/mol. The total charge is +1. The spin multiplicity is 4. The HOMO energy (alpha / beta) is -11.55 / -11.55 eV. Its frontier orbital gap (alpha / beta) is 7.073 / 3.187 eV. The expectation value of S² is 3.770. The value obtained for the electronic energy is -4759.661118 hartree. The LUMO energy (alpha / beta) comes out at -0.1647 / -0.3075 Ha.

Element x y z (Å)
Co 4.7162 0.4762 -0.8245
Br 2.6831 1.9099 -0.5204
C -0.0523 -2.1185 -4.0687
C 0.0022 -0.8150 -3.2893
C -0.7702 -0.9213 -1.9887
O -2.1481 -0.8473 -2.2772
C -2.9807 -0.7445 -1.1491
N 1.4188 -0.5577 -2.9035
H 0.4534 -1.9783 -5.0257
H -1.0758 -2.4357 -4.2536
H 0.4949 -2.8660 -3.4955
H -0.3727 0.0261 -3.8809
H -0.4952 -0.1177 -1.2799
H -0.4921 -1.8814 -1.5252
H -2.4723 -0.1929 -0.3413
H -3.1992 -1.7296 -0.7087
H -3.9130 -0.2916 -1.4684
H 1.3998 0.2231 -2.2525
H 1.9323 -0.2189 -3.7116
C 1.3509 -1.6549 1.3613
C 0.6218 -0.7396 2.2937
C 0.2745 -1.4091 3.6210
O -0.6776 -2.4468 3.4889
C -1.9896 -1.9827 3.2448
N 1.4822 0.4370 2.5664
H 1.5566 -1.1525 0.4057
H 0.8356 -2.5855 1.1284
H 2.3422 -1.9213 1.7470
H -0.3005 -0.4057 1.7921
H -0.0638 -0.6831 4.3715
H 1.1782 -1.9043 3.9837
H -2.6787 -2.8106 3.4045
H -2.1038 -1.6908 2.1929
H -2.2578 -1.1683 3.9245
H 0.9616 1.1367 3.0913
H 1.6825 0.8820 1.6739
C 0.0505 4.7472 0.1256
O -0.7051 5.7945 -0.0411
N -0.4590 3.5251 0.0240
N 1.3592 4.9530 0.3083
H 0.1582 2.7220 0.0946
H -1.4287 3.3893 -0.2138
H 1.7315 5.8913 0.3014
H 1.9502 4.1581 0.0742

=====

Entry 2:
Computed, not measured: a cluster of 4 separate species, C9H26IN2O3 in total at a distorted geometry, with the ωB97M-V functional and the def2-TZVPD basis.

The value obtained for the energy above the lowest of the compared OMol25 structures with the same formula, charge and spin is 229.8 kJ/mol. The total charge is -1. The HOMO energy is -4.26 eV. Its frontier orbital gap is 7.277 eV. The value obtained for the electronic energy is -991.404757 hartree. The LUMO energy comes out at 0.1110 Ha.

Element x y z (Å)
I 10.6981 15.3576 -17.3955
C 8.3786 12.8555 -14.7258
O 7.7273 13.9552 -15.4084
H 7.7766 11.9661 -14.9122
H 9.3741 12.6473 -15.1179
H 8.4025 13.1313 -13.6716
H 8.3490 14.1662 -16.1088
C 7.1368 16.0346 -19.4062
C 7.7791 15.6141 -20.7756
C 8.4130 16.7931 -21.5375
O 9.1407 16.2267 -22.6347
C 9.4970 17.0456 -23.7581
N 8.7223 14.5505 -20.5528
H 6.7419 15.2891 -18.7160
H 6.3412 16.7656 -19.5509
H 7.9388 16.4813 -18.8185
H 7.0400 15.3743 -21.5400
H 9.0355 17.4080 -20.8875
H 7.7108 17.5544 -21.8771
H 10.2275 16.6562 -24.4672
H 10.0699 17.8395 -23.2791
H 8.5650 17.4746 -24.1262
H 8.1727 13.8879 -20.0245
H 9.2734 14.7662 -19.7344
C 14.8512 13.2589 -17.8590
C 13.8101 12.1061 -17.8812
C 13.2136 11.5919 -16.5800
O 12.1652 10.6977 -16.8270
C 11.7725 9.8292 -15.7431
N 12.7562 12.4683 -18.7718
H 15.1297 13.6682 -18.8301
H 15.6639 12.8601 -17.2520
H 14.3866 13.9905 -17.1980
H 14.3704 11.2698 -18.2992
H 12.6951 12.2730 -15.9051
H 14.1008 11.2865 -16.0254
H 11.3876 10.3496 -14.8661
H 12.6125 9.1759 -15.5071
H 11.0602 9.1148 -16.1559
H 12.0558 11.8641 -18.3662
H 12.4929 13.3460 -18.3471

=====

Entry 3:
Computed, not measured: a structure of composition C9H26N2O7Sc at a distorted geometry, with the ωB97M-V functional and the def2-TZVPD basis.

The value obtained for the energy above the lowest of the compared OMol25 structures with the same formula, charge and spin is 249.0 kJ/mol. The total charge is +1. The HOMO energy (alpha / beta) is -8.69 / -8.69 eV. Its frontier orbital gap (alpha / beta) is 2.428 / 2.432 eV. The value obtained for the electronic energy is -1754.970043 hartree. The LUMO energy (alpha / beta) comes out at -0.2300 / -0.2299 Ha.

Element x y z (Å)
O -1.7413 -0.1313 4.4097
H -1.5013 -1.0511 4.2080
Sc -0.2340 -0.1778 0.0654
N 1.6562 0.7538 -0.1984
N 0.7595 -1.1241 -1.6384
O 2.1646 1.9009 0.4973
O 0.3974 -2.3988 -2.2027
C 2.5430 0.2399 -1.0710
C 2.0560 -0.8452 -1.8393
C 3.9048 0.7828 -1.2846
C 2.9033 -1.6066 -2.7869
H 4.2193 1.4126 -0.4685
H 3.9737 1.3743 -2.1978
H 4.6487 -0.0043 -1.4065
H 2.3068 -2.2082 -3.4570
H 3.6220 -2.2630 -2.2956
H 3.5071 -0.9254 -3.3837
H 1.5900 2.0233 1.2810
H -0.5083 -2.5797 -1.8839
O -0.7803 0.9946 -1.9009
H -0.2244 1.7280 -1.6294
H -0.0792 0.4156 -2.2549
C 0.2988 -1.6939 1.4155
H 0.2107 -1.7599 2.4889
H 1.3383 -1.5793 1.0479
H -0.2482 -2.4926 0.8822
O 0.9558 2.0539 3.7674
H 0.2569 1.6743 4.3440
H 1.2550 1.2285 3.2929
C -1.7729 2.6259 0.4744
O -1.1425 1.4422 1.0541
C -2.1443 0.5307 1.6898
C -3.0027 -0.2199 0.7096
O -2.1591 -0.9373 -0.2758
C -2.8084 -1.5038 -1.4231
H -2.3979 3.1103 1.2241
H -2.3716 2.3817 -0.4017
H -0.9721 3.2890 0.1703
H -1.5545 -0.0995 2.3273
H -2.7428 1.1256 2.3734
H -3.6929 0.4616 0.1996
H -3.6048 -0.9759 1.2179
H -2.7335 -2.5873 -1.3404
H -3.8544 -1.1942 -1.4681
H -2.2963 -1.1903 -2.3320